# 1
Density functional theory data (ωB97M-V with the def2-TZVPD basis set) for 2 unconnected molecules or ions with the total composition H4O2P2 in a non-equilibrium geometry.

## Properties
net charge: 0
ΔE to the lowest compared entry with this formula, charge and spin: 3.257 eV
gap between HOMO and LUMO (spin up / spin down): 7.85 / 5.65 eV
total energy: -22734.680 eV
E_HOMO (spin up / spin down): -8.9570 / -7.8495 eV
maximum force: 0.1067 hartree/bohr
LUMO level (spin up / spin down): -1.109 / -2.195 eV

The geometry in XYZ format:
```
8
Properties=species:S:1:pos:R:3:forces:R:3:mulliken_charge:R:1
O -1.5246 0.0935 -1.8047 1.247 -3.923 3.628 -0.448
O -0.1057 -0.8404 0.1198 -0.295 -0.385 1.726 -0.429
P -0.6111 0.3892 2.2480 1.578 -0.132 -0.346 0.100
P -0.1238 0.2492 -0.9205 -0.177 0.576 -1.863 0.330
H -1.6579 0.7644 -2.3703 -0.828 3.927 -3.109 0.294
H 0.2212 1.3789 1.5807 -0.304 -0.528 0.589 0.064
H -1.6054 0.6979 1.3813 -1.284 0.336 -0.626 0.042
H 0.7861 -0.3539 -1.8490 0.062 0.129 0.001 0.046
```
Positions in Å, forces in eV/Å.

# 2
Density functional theory data (ωB97M-V with the def2-TZVPD basis set) for 2 unconnected molecules or ions with the total composition CH4O2S2 in a non-equilibrium geometry.

## Properties
net charge: 0
ΔE to the lowest compared entry with this formula, charge and spin: 4.466 eV
gap between HOMO and LUMO (spin up / spin down): 6.29 / 6.29 eV
total energy: -26862.680 eV
E_HOMO (spin up / spin down): -8.7651 / -8.7649 eV
maximum force: 0.0622 hartree/bohr
LUMO level (spin up / spin down): -2.478 / -2.478 eV

The geometry in XYZ format:
```
9
Properties=species:S:1:pos:R:3:forces:R:3:mulliken_charge:R:1
C -1.2851 1.0961 0.4516 2.252 0.020 -2.268 -0.279
O 1.8985 0.1868 0.2397 0.109 0.003 0.253 -0.520
O -0.2196 -0.2679 -0.9070 -1.981 1.387 1.256 -0.489
S 1.8307 -2.0315 -1.7876 -0.811 1.376 1.657 -0.316
S 1.0815 -0.8333 -0.3581 -0.165 -2.709 0.221 0.632
H -0.3062 1.6742 0.4454 -1.700 -0.473 -0.065 0.298
H -1.3887 0.4723 1.3262 -0.343 -0.277 -0.142 0.271
H -2.1858 1.4470 -0.1663 1.701 -0.883 0.914 0.248
H 0.5747 -1.7436 0.7561 0.938 1.556 -1.828 0.156
```
Positions in Å, forces in eV/Å.

# 3
Density functional theory data (ωB97M-V with the def2-TZVPD basis set) for a molecular structure, C45H47ClCrN4O5S in a non-equilibrium geometry.

## Properties
net charge: -1
2S+1: 4
ΔE to the lowest compared entry with this formula, charge and spin: 0.126 eV
⟨S²⟩: 3.8076
gap between HOMO and LUMO (spin up / spin down): 7.79 / 7.73 eV
total energy: -115410.458 eV
E_HOMO (spin up / spin down): -5.5560 / -5.5040 eV
maximum force: 0.0227 hartree/bohr
LUMO level (spin up / spin down): 2.238 / 2.226 eV

The geometry in XYZ format:
```
104
Properties=species:S:1:pos:R:3:forces:R:3:mulliken_spin:R:1
Cr 0.1245 0.0640 0.3550 -0.187 -0.367 -1.093 2.918
C 0.6514 4.5261 0.4643 -0.014 -0.044 0.000 0.002
C 0.0951 3.9055 -0.8228 -0.047 -0.003 0.080 0.021
C 0.4666 4.8106 -1.9970 0.063 -0.074 0.050 0.001
C -1.3944 3.6635 -0.6790 0.023 0.068 -0.010 -0.045
C -2.2889 4.5403 -1.2857 -0.012 -0.111 -0.087 0.002
C -3.6544 4.4393 -1.0846 0.016 -0.046 -0.001 -0.003
C -4.1349 3.4729 -0.2244 -0.014 -0.042 -0.045 -0.001
C -3.2747 2.5849 0.4141 -0.046 -0.022 -0.033 -0.005
C -3.8770 1.6177 1.4128 0.041 -0.022 0.018 0.013
C -4.7742 0.6055 0.7127 -0.041 -0.030 -0.045 -0.005
C -4.6267 2.3549 2.5230 0.009 0.021 0.051 0.000
C -1.8989 2.6415 0.1467 0.159 0.273 0.198 0.048
N -1.0388 1.7352 0.8589 -0.009 -0.032 0.160 -0.134
C -0.9623 2.0406 2.1878 -0.055 -0.153 0.064 0.046
O -1.3016 3.0755 2.7473 -0.055 0.000 -0.016 0.011
C -0.5346 0.8563 3.0330 -0.041 0.093 -0.080 0.024
C -0.5180 0.7654 4.4122 0.008 -0.019 0.001 -0.004
C -0.2745 -0.4875 4.9663 -0.016 -0.009 -0.014 0.008
C -0.1135 -1.6140 4.1601 -0.016 0.025 0.003 -0.007
C -0.1533 -1.4296 2.7921 -0.033 -0.024 -0.056 0.049
N -0.3176 -0.2152 2.2997 0.137 -0.023 0.303 -0.019
C -0.1980 -2.4994 1.7199 0.003 0.086 0.040 0.047
O -0.1327 -3.6779 2.0479 -0.028 -0.051 -0.027 0.015
N -0.4164 -1.9754 0.4861 0.031 -0.010 0.221 -0.103
C -0.7801 -2.9651 -0.4943 -0.026 0.035 0.011 0.023
C 0.1660 -3.5173 -1.3714 0.063 -0.044 -0.050 -0.018
C -0.2373 -4.4579 -2.3158 -0.010 0.001 0.009 0.003
C -1.5408 -4.9035 -2.3797 0.002 0.040 0.027 -0.004
C -2.4582 -4.3995 -1.4781 -0.011 0.016 -0.019 0.002
C -2.1089 -3.4319 -0.5412 -0.083 -0.030 -0.056 0.001
C -3.1926 -2.9852 0.4261 0.050 0.101 0.005 0.009
C -3.3877 -4.0231 1.5378 0.027 0.037 0.035 0.000
C -4.5317 -2.7521 -0.2803 0.044 0.025 0.021 0.000
C 1.6523 -3.2530 -1.2537 -0.036 0.028 0.107 -0.011
C 2.2952 -4.4413 -0.5279 0.027 -0.002 -0.012 0.000
C 2.3356 -3.0358 -2.6042 -0.026 0.027 0.010 0.000
H 1.7284 4.6834 0.3672 0.011 -0.028 0.013 0.000
H 0.1776 5.4957 0.6420 -0.016 0.004 0.014 0.000
H 0.4658 3.8969 1.3316 0.069 0.090 -0.046 0.000
H 0.5762 2.9398 -0.9532 0.006 0.016 -0.134 0.026
H 0.2300 5.8549 -1.7758 -0.021 0.012 -0.016 0.000
H 1.5405 4.7508 -2.1798 0.026 -0.016 0.012 0.000
H -0.0448 4.5379 -2.9178 -0.015 -0.090 -0.107 0.000
H -1.9089 5.3213 -1.9293 -0.009 0.019 0.007 0.000
H -4.3337 5.1195 -1.5833 -0.007 0.030 0.017 0.000
H -5.1989 3.4105 -0.0299 -0.024 -0.005 0.007 0.000
H -3.0744 1.0582 1.8908 0.006 -0.035 -0.075 0.006
H -5.6198 1.0979 0.2257 -0.005 -0.003 0.004 0.000
H -4.2181 0.0626 -0.0514 -0.003 -0.030 -0.013 0.001
H -5.1688 -0.1153 1.4301 -0.038 -0.057 0.022 0.000
H -5.5264 2.8444 2.1438 -0.012 0.010 -0.027 0.000
H -4.9355 1.6510 3.2994 -0.023 -0.017 0.003 0.000
H -3.9889 3.1120 2.9791 0.026 -0.008 -0.005 0.000
H -0.7023 1.6473 5.0079 -0.003 0.001 0.018 0.000
H -0.2474 -0.5966 6.0433 0.011 0.001 0.006 0.000
H 0.0188 -2.6096 4.5586 -0.007 0.005 0.016 0.000
H 0.4992 -4.8731 -2.9909 0.017 -0.007 -0.017 0.000
H -1.8364 -5.6454 -3.1113 -0.003 -0.010 0.001 0.000
H -3.4737 -4.7702 -1.5006 -0.030 -0.005 -0.012 0.000
H -2.8728 -2.0464 0.8879 0.007 -0.001 -0.057 0.008
H -3.7706 -4.9543 1.1120 0.008 -0.019 -0.005 0.000
H -2.4519 -4.2413 2.0484 0.031 -0.002 0.003 0.000
H -4.1156 -3.6633 2.2698 -0.016 0.000 0.004 0.000
H -4.9688 -3.6968 -0.6066 -0.018 -0.011 -0.022 0.000
H -5.2463 -2.2917 0.4002 -0.027 0.051 0.059 0.000
H -4.4262 -2.1107 -1.1554 0.014 0.039 -0.009 0.000
H 1.7889 -2.3662 -0.6349 -0.015 -0.009 -0.075 0.048
H 2.1420 -5.3543 -1.1104 -0.011 -0.011 -0.010 0.000
H 3.3676 -4.2829 -0.4046 0.002 0.003 -0.001 0.000
H 1.8581 -4.5759 0.4600 -0.017 -0.003 0.002 -0.001
H 2.3871 -3.9674 -3.1712 0.005 -0.008 -0.027 0.000
H 1.8194 -2.2936 -3.2142 -0.010 0.036 0.006 0.001
H 3.3623 -2.6961 -2.4567 0.029 0.016 0.021 0.000
Cl 4.5940 2.5229 -4.9260 -0.020 -0.015 0.008 -0.001
C 3.2835 1.8016 -4.0148 0.019 -0.002 0.023 -0.011
C 3.5666 0.8776 -3.0218 0.001 0.016 -0.046 0.010
C 2.5261 0.3248 -2.2971 0.056 -0.061 0.051 0.005
C 1.1907 0.6664 -2.5301 -0.090 0.024 -0.036 0.070
C 0.0628 0.0764 -1.7530 0.175 -0.047 0.223 -0.049
C 0.9524 1.5905 -3.5470 -0.040 0.060 -0.015 -0.008
C 1.9785 2.1620 -4.2870 0.006 0.046 0.004 0.007
H 4.5918 0.5996 -2.8143 0.014 0.004 -0.001 0.000
H 2.7586 -0.3802 -1.5096 -0.021 -0.029 -0.031 -0.002
H 0.0023 -1.0000 -1.9440 -0.007 0.018 -0.082 -0.036
H -0.8812 0.5245 -2.0791 -0.047 -0.033 0.059 -0.027
H -0.0726 1.8627 -3.7688 -0.025 0.063 0.008 0.002
H 1.7653 2.8835 -5.0646 0.001 -0.001 -0.006 0.000
O 3.2639 -2.5539 1.4732 0.020 -0.041 0.100 0.007
C 3.2936 -1.3692 1.2519 -0.098 0.045 -0.464 0.026
N 2.2236 -0.5505 0.9223 0.049 0.100 0.682 0.013
S 2.6220 0.9694 1.2338 0.011 0.237 0.219 -0.011
O 2.4448 1.3802 2.6044 0.052 0.017 -0.063 0.000
O 1.8726 1.7380 0.2535 0.077 -0.018 0.089 0.025
C 4.3589 0.7861 1.0103 0.033 0.009 -0.043 0.007
C 5.3802 1.7036 0.8864 0.002 -0.049 -0.028 -0.001
C 6.6775 1.2029 0.8912 -0.004 0.000 0.000 0.000
C 6.9205 -0.1592 1.0516 -0.012 0.009 -0.009 0.000
C 5.8730 -1.0611 1.2009 -0.008 0.024 -0.016 0.000
C 4.5830 -0.5692 1.1680 -0.010 -0.061 0.011 0.001
H 5.1814 2.7602 0.7750 -0.008 0.022 0.008 0.000
H 7.5101 1.8833 0.7707 0.015 0.001 -0.001 0.000
H 7.9414 -0.5179 1.0542 0.013 -0.002 0.004 0.000
H 6.0391 -2.1227 1.3256 0.013 -0.016 0.005 0.000
```
Positions in Å, forces in eV/Å.

# 4
Density functional theory data (ωB97M-V with the def2-TZVPD basis set) for 2 unconnected molecules or ions with the total composition C3H6ClNO4 in a non-equilibrium geometry.

## Properties
net charge: 0
ΔE to the lowest compared entry with this formula, charge and spin: 3.305 eV
gap between HOMO and LUMO: 11.56 eV
total energy: -25406.196 eV
E_HOMO: -11.2159 eV
maximum force: 0.0565 hartree/bohr
LUMO level: 0.345 eV
SMILES: O=[N+]([O-])O.CCC(=O)Cl

The geometry in XYZ format:
```
15
Properties=species:S:1:pos:R:3:forces:R:3:mulliken_charge:R:1
O -1.5958 -2.6694 1.8199 0.188 -1.627 0.384 -0.591
N -1.4295 -1.6690 1.2184 -0.444 -0.389 1.318 1.031
O -0.3944 -1.1894 0.8631 1.508 -1.353 -0.925 -0.543
O -2.5397 -0.9712 1.0534 -1.822 -0.983 0.326 -0.375
H -2.2688 -0.1515 0.6804 0.563 2.220 -1.080 0.438
C 1.1548 0.1456 -1.6409 1.803 0.392 -0.308 -0.984
C 1.1732 0.9708 -0.2919 1.403 -1.304 -1.894 -0.618
C -0.1264 0.8867 0.4574 1.953 2.035 -0.339 0.890
O -1.2098 1.0255 0.0082 -1.356 0.393 -0.803 -0.613
Cl 0.1998 1.0251 2.1533 -0.118 0.506 1.569 -0.162
H 0.8281 -0.8845 -1.4507 0.221 0.242 -0.301 0.312
H 0.4800 0.6454 -2.3793 0.550 -0.555 0.618 0.267
H 2.2775 0.1593 -2.0854 -2.725 -0.157 0.987 0.282
H 2.0820 0.7249 0.3213 -1.215 0.031 -0.418 0.357
H 1.3690 1.9517 -0.7274 -0.507 0.548 0.869 0.308
```
Positions in Å, forces in eV/Å.